Computed, not measured: C16H25NO3 as an isolated structure in a non-equilibrium geometry, with wB97M-V/def2-TZVPD.

Element x y z (Å)
C1 -2.14 -2.51 1.31
C2 -1.65 -2.33 -0.22
C3 -2.26 -2.85 -1.32
C4 -1.87 -2.54 -2.55
C5 -0.79 -1.71 -2.87
C6 -0.02 -1.29 -1.56
C7 -0.55 -1.51 -0.16
H1 0.20 -1.09 0.42
O1 1.27 -0.57 -1.98
C8 1.82 0.06 -0.96
C9 2.90 -0.85 0.09
O2 2.42 -0.66 1.36
C10 2.32 0.58 1.94
C11 1.20 0.96 2.57
N1 0.33 1.65 1.38
C12 0.59 2.94 1.30
H2 1.53 3.03 0.96
C13 -0.22 3.38 0.01
O3 -1.46 3.16 0.02
C14 -1.84 1.84 0.57
C15 -1.08 1.54 1.67
H3 -1.28 0.38 2.12
H4 -1.33 2.01 2.62
H5 -2.92 1.81 0.80
H6 -1.39 1.31 -0.56
H7 0.01 4.37 -0.35
H8 -0.03 2.83 -0.96
H9 0.54 3.55 1.96
H10 0.55 0.21 3.15
H11 1.26 1.73 3.36
H12 3.22 0.25 2.87
H13 2.98 1.30 1.32
H14 3.79 -0.59 -0.03
H15 2.49 -1.79 -0.27
H16 2.46 0.80 -1.45
H17 1.32 0.52 -0.31
C16 -0.08 -1.55 -4.27
H18 0.82 -2.23 -4.00
H19 -0.75 -2.06 -4.83
H20 0.12 -0.57 -4.16
H21 -2.52 -3.04 -3.26
H22 -3.19 -3.31 -0.77
H23 -1.33 -2.25 2.08
H24 -2.68 -3.34 1.43
H25 -2.78 -1.59 1.52

The value obtained for the HOMO energy is -7.88 eV. Its energy above the lowest of the compared OMol25 structures with the same formula, charge and spin is 1597.76 kJ/mol. The total energy is -24615.25550 eV. The frontier orbital gap is 8.5866 eV. Its total charge is 0.

Löwdin atomic charge list, values in e, 2 entries: -0.029, -0.280